Version a
A single C6H7N molecule. Source: the OMol25 dataset; level of theory: wB97M-V/def2-TZVPD.

Output
Molar mass   93.1 Da
Charge   0
Gap between HOMO and LUMO   9.8 eV

Each line ends with the Löwdin charge.
Positions of all 14 atoms, in Å:
C -0.3413 -0.6575 0.5430  -0.10
C -1.0399 0.6520 0.3175  -0.29
C 0.9713 0.0812 0.0425  -0.29
C 2.2187 -0.2317 -0.0847  0.05
C -1.7445 -0.9603 -0.2445  -0.22
C 0.2495 1.3804 -0.0434  -0.08
N -2.2881 0.3844 -0.1549  0.09
H -0.1435 -0.9754 1.5771  0.14
H 2.4910 -1.2572 -0.0459  0.06
H 2.9701 0.5738 -0.3333  0.10
H -1.4345 -1.1040 -1.3406  0.12
H -2.4192 -1.9099 0.0985  0.14
H 0.0311 1.8125 -1.0696  0.14
H 0.4794 2.2117 0.7384  0.15

---

Version b
A molecular structure, C6H7N. Source: the OMol25 dataset; level of theory: wB97M-V/def2-TZVPD.

Output
Molar mass   93.1 Da
Charge   0
Gap between HOMO and LUMO   6.4 eV

Each line ends with the Löwdin charge.
Positions of all 14 atoms, in Å:
C -0.9295 1.0883 0.9222  -0.08
C -1.6018 0.4616 -0.1586  -0.10
N -1.7156 -0.9252 -0.4334  0.03
C -0.2676 -0.9148 -0.2554  -0.12
C 0.1656 0.1954 0.4304  -0.29
C 1.6330 0.3545 0.3973  -0.12
C 2.3900 -0.0502 -0.6202  0.02
H -1.1905 1.0087 1.9686  0.07
H -1.5432 1.0188 -1.1140  0.14
H -1.9511 -1.0569 -1.4070  0.11
H 0.2626 -1.8458 -0.2081  0.13
H 1.9904 1.1240 1.0647  0.10
H 3.4556 0.1460 -0.6556  0.06
H 1.9325 -0.5823 -1.4403  0.05

---

Stability, lowest: version b

---

Version a
A single C3H6O2 molecule. Source: the OMol25 dataset; level of theory: wB97M-V/def2-TZVPD.

Output
SMILES   C1COCO1
Molar mass   74.1 Da
Charge   0
Gap between HOMO and LUMO   11.3 eV

Each line ends with the Löwdin charge.
Positions of all 11 atoms, in Å:
C -1.1217 0.2266 -0.4265  -0.17
C 0.1914 -0.1588 -1.1837  -0.17
O 1.1876 0.0093 -0.1897  -0.09
C 0.5316 -0.3196 0.9691  -0.26
O -0.7093 0.3770 0.9306  -0.10
H -1.6032 1.1779 -0.8073  0.13
H -1.8943 -0.5761 -0.5762  0.12
H 0.4244 0.4669 -2.0479  0.12
H 0.1648 -1.2350 -1.4989  0.13
H 1.1469 0.0113 1.8389  0.15
H 0.3273 -1.4251 1.0114  0.14

---

Version b
2 unconnected molecules or ions with the total composition C3H6O2. Source: the OMol25 dataset; level of theory: wB97M-V/def2-TZVPD.

Output
SMILES   C=CO.C=O
Molar mass   74.1 Da
Charge   0
Gap between HOMO and LUMO   8.4 eV

Each line ends with the Löwdin charge.
Positions of all 11 atoms, in Å:
C -0.7310 0.5540 2.0298  0.02
C 0.0667 0.5326 0.9627  -0.24
O 1.3361 1.1407 0.7999  -0.03
H -1.5157 -0.1166 2.3426  0.06
H -0.3861 1.3121 2.6326  0.02
H -0.0923 -0.1802 0.1837  0.05
H 1.6935 0.9497 -0.0935  0.08
C -0.0701 -1.1018 -2.0795  -0.06
O 0.9197 -0.2717 -1.9802  -0.08
H -1.1153 -0.8213 -1.9283  0.07
H -0.1054 -1.9974 -2.8698  0.11

---

Version c
A single C3H6O2 molecule. Source: the OMol25 dataset; level of theory: wB97M-V/def2-TZVPD.

Output
SMILES   CC(=O)CO
Molar mass   74.1 Da
Charge   0
Gap between HOMO and LUMO   10.4 eV

Each line ends with the Löwdin charge.
Positions of all 11 atoms, in Å:
C -0.0500 -1.5374 -0.4517  -0.01
C 0.2955 -0.1992 0.1508  -0.41
O 1.2585 -0.0871 0.8983  0.06
C -0.4694 1.0659 -0.1157  -0.12
O -0.0312 2.0306 0.9367  -0.12
H 0.8222 -1.9050 -1.0023  0.09
H -0.9103 -1.4979 -1.1223  0.08
H -0.2476 -2.2579 0.3510  0.09
H -1.5695 0.9636 -0.1890  0.13
H 0.1052 1.9382 -0.5464  0.15
H 0.7821 1.5415 1.1927  0.05

---

Version d
A single C3H6O2 molecule. Source: the OMol25 dataset; level of theory: wB97M-V/def2-TZVPD.

Output
SMILES   OC[C@H]1CO1
Molar mass   74.1 Da
Charge   0
Gap between HOMO and LUMO   11.4 eV

Each line ends with the Löwdin charge.
Positions of all 11 atoms, in Å:
O 1.9256 -0.4211 0.0085  -0.06
C 0.9544 0.6758 -0.1468  -0.21
C -0.3668 0.3579 0.3880  -0.29
C -1.8269 0.1936 -0.1204  -0.09
O -0.9001 -0.8289 -0.1094  -0.07
H 1.4480 -1.1929 -0.1623  0.03
H 1.0372 1.1287 -1.1740  0.13
H 1.6170 1.4684 0.4459  0.16
H -0.3474 0.2139 1.5252  0.16
H -2.5540 0.3099 0.6345  0.09
H -1.9688 0.7083 -1.1870  0.16

---

Stability, lowest: version b